Record 1
The following is a quantum chemistry calculation of an isolated molecule of C6H12 at a distorted geometry, from the Open Molecules 2025 dataset.

For the energy above the lowest of the compared OMol25 structures with the same formula, charge and spin, the calculation gives 367.7 kJ/mol. Its structure (SMILES) is CCCC1CC1. The gap between HOMO and LUMO comes out at 0.3471 hartree. The calculation puts the HOMO energy at -0.3047 hartree. Its lowest unoccupied orbital energy is 1.2 eV.

Element x y z (Å)
C -0.256 -0.025 -1.214
C -1.302 0.606 -0.269
C -1.051 0.608 1.553
C 1.925 -1.187 -0.391
C -0.749 1.667 0.571
C 0.421 -1.102 -0.379
H 0.481 0.744 -1.529
H 2.342 -0.180 -0.277
H -1.488 2.433 0.777
H -0.066 -2.054 -0.585
H 0.180 -0.852 0.642
H 2.327 -1.638 -1.298
H -1.541 1.024 2.438
H -0.665 -0.415 -2.164
H -0.707 -0.352 1.842
H 0.248 2.030 0.350
H 2.237 -1.780 0.476
H -2.336 0.473 -0.544


Record 2
The following is a quantum chemistry calculation of a cluster of 2 separate species, C5H9N2O in total at a distorted geometry, from the Open Molecules 2025 dataset.

For the energy above the lowest of the compared OMol25 structures with the same formula, charge and spin, the calculation gives 635.7 kJ/mol. The gap between HOMO and LUMO comes out at 0.2881 hartree. The calculation puts the HOMO energy at -0.5159 hartree. Its charge is +1. Its lowest unoccupied orbital energy is -6.2 eV.

Element x y z (Å)
O -2.566 0.496 -0.116
N 0.538 0.688 0.042
N -0.441 -1.447 0.027
C -3.231 -0.490 -0.034
C 1.746 -0.159 -0.074
C -0.398 -0.222 0.099
C 0.659 2.106 0.132
C 1.103 -1.649 -0.038
H -0.311 2.401 -0.230
H 1.114 2.286 1.063
H 1.341 2.542 -0.696
H 1.425 -2.142 -0.858
H -4.324 -0.445 -0.521
H 2.391 -0.107 -0.909
H 1.551 -2.225 0.912
H 2.505 -0.161 0.654
H -3.102 -1.475 0.548


Record 3
The following is a quantum chemistry calculation of a structure of composition C6H3BiFO8 at a distorted geometry, from the Open Molecules 2025 dataset.

The gap between HOMO and LUMO (spin up / spin down) comes out at 0.2159 / 0.2399 hartree. The calculation puts the HOMO energy (spin up / spin down) at -0.4622 / -0.4765 hartree. Its charge is +1. Its lowest unoccupied orbital energy (spin up / spin down) is -6.7 / -6.4 eV.

Element x y z (Å)
Bi -0.037 2.922 -0.377
F 3.715 1.548 0.297
O 4.495 -0.752 -1.204
O -3.491 0.538 -0.143
O 4.554 -1.679 0.842
O 1.752 2.377 -0.029
O -1.695 1.806 -0.414
O -2.641 -1.458 0.275
O -4.873 -1.251 0.044
O 2.612 -1.093 -0.026
C -3.777 -0.809 0.106
C 2.428 1.275 -0.051
C 3.994 -1.220 -0.160
C -2.176 0.716 -0.168
C -1.527 -0.601 0.044
C 2.024 0.063 -0.488
H -0.909 -0.940 -0.812
H 1.350 0.010 -1.344
H -0.780 -0.570 0.914


Record 4
The following is a quantum chemistry calculation of a structure of composition CH6N3O2 at a distorted geometry, from the Open Molecules 2025 dataset.

For the energy above the lowest of the compared OMol25 structures with the same formula, charge and spin, the calculation gives 374.5 kJ/mol. The gap between HOMO and LUMO comes out at 0.4057 hartree. The calculation puts the HOMO energy at -0.5794 hartree. Its charge is +1. Its lowest unoccupied orbital energy is -4.7 eV.

Element x y z (Å)
O 1.144 -1.340 -0.406
O 0.487 -0.070 1.219
N 0.365 1.487 0.319
N 0.075 -0.944 0.354
N -0.485 1.218 -0.597
C -1.122 -0.723 -0.179
H 1.514 -2.145 0.138
H -1.212 -1.279 -1.120
H -1.894 -0.472 0.510
H -0.071 2.017 1.092
H 1.310 1.369 0.169
H -0.110 0.882 -1.500


Record 5
The following is a quantum chemistry calculation of a cluster of 2 separate species, C4H8BrOP in total at a distorted geometry, from the Open Molecules 2025 dataset.

For the energy above the lowest of the compared OMol25 structures with the same formula, charge and spin, the calculation gives 148.8 kJ/mol. Its structure (SMILES) is C=CC=O.CPBr. The gap between HOMO and LUMO comes out at 0.3318 hartree. The calculation puts the HOMO energy at -0.3323 hartree. Its lowest unoccupied orbital energy is 0.0 eV.

Element x y z (Å)
Br -5.430 -0.012 0.246
P -3.569 0.535 -0.858
O 0.478 -0.512 -0.024
C 2.945 -0.778 0.269
C 1.614 -0.387 -0.429
C -2.750 1.425 0.513
C 4.060 -1.015 -0.376
H 4.809 -1.173 0.341
H -1.678 1.131 0.680
H -2.869 2.418 0.295
H 2.820 -0.914 1.412
H 4.089 -0.849 -1.399
H -3.196 -0.810 -0.695
H 1.897 -0.298 -1.483
H -3.220 1.239 1.511


Record 6
The following is a quantum chemistry calculation of a structure of composition C27H33CoO2 at a distorted geometry, from the Open Molecules 2025 dataset.

Its expectation value of S² is 6.052. For the energy above the lowest of the compared OMol25 structures with the same formula, charge and spin, the calculation gives 38.5 kJ/mol. As for the multiplicity: 5. The gap between HOMO and LUMO (spin up / spin down) comes out at 0.2825 / 0.2127 hartree. The calculation puts the HOMO energy (spin up / spin down) at -0.2547 / -0.2854 hartree. Its lowest unoccupied orbital energy (spin up / spin down) is 0.8 / -2.0 eV.

Element x y z (Å)
Co -0.143 -1.903 0.602
O 1.217 2.864 -0.074
O 0.756 4.003 -2.286
C -3.129 -4.243 2.994
C -2.991 -4.246 4.406
C 2.288 -2.140 1.624
C 0.934 5.966 -3.156
C -4.634 -6.023 4.557
C 1.001 -3.965 -0.794
C 1.461 -2.736 -1.318
C -0.854 -2.588 -1.072
C 1.673 1.944 -1.090
C 2.301 5.465 -1.087
C 0.531 1.572 -2.035
C 2.975 4.410 -3.278
C -1.577 -2.625 1.565
C 0.341 -1.037 2.275
C -4.771 -6.029 3.161
C 1.140 -0.141 1.478
C -0.390 -3.829 -0.489
C 1.025 -2.328 2.275
C -0.224 2.773 -0.069
C -4.029 -5.145 2.379
C 0.338 -1.851 -1.467
C -2.332 -3.373 2.211
C -0.729 1.891 -1.229
C -3.741 -5.136 5.175
C 1.844 4.956 -2.430
C -0.157 4.926 -2.925
C 2.351 -0.817 1.143
H -3.622 -5.143 6.261
H -0.649 3.783 -0.155
H 3.642 5.237 -3.558
H 0.607 0.532 -2.338
H -1.031 -4.582 -0.038
H 0.558 2.194 -2.925
H 0.792 6.896 -2.598
H 3.084 -2.880 1.571
H 2.011 1.025 -0.576
H 2.482 -2.486 -1.597
H -1.872 -2.275 -1.266
H -4.119 -5.139 1.290
H -0.515 -0.748 2.875
H -5.457 -6.732 2.682
H -2.286 -3.555 4.870
H -5.224 -6.714 5.162
H 3.113 6.191 -1.231
H -0.933 5.254 -2.216
H 1.452 5.940 -0.582
H -1.467 2.430 -1.826
H 3.557 3.692 -2.697
H 3.213 -0.350 0.668
H 2.536 2.364 -1.619
H 2.593 3.930 -4.186
H 2.653 4.641 -0.467
H 0.948 0.922 1.354
H 0.703 -3.206 2.834
H -1.189 0.974 -0.844
H 1.196 6.151 -4.204
H 0.317 -0.947 -2.052
H -0.609 4.519 -3.843
H -0.536 2.346 0.904
H 1.578 -4.878 -0.698


Record 7
The following is a quantum chemistry calculation of a structure of composition C14H11FNO3PtS3Sb, from the Open Molecules 2025 dataset.

Its expectation value of S² is 3.770. For the energy above the lowest of the compared OMol25 structures with the same formula, charge and spin, the calculation gives 0.0 kJ/mol. As for the multiplicity: 4. The gap between HOMO and LUMO (spin up / spin down) comes out at 0.2224 / 0.2204 hartree. The calculation puts the HOMO energy (spin up / spin down) at -0.1495 / -0.1761 hartree. Its charge is -1. Its lowest unoccupied orbital energy (spin up / spin down) is 2.0 / 1.2 eV.

Element x y z (Å)
Pt 0.189 0.247 0.135
Sb 1.855 0.156 2.942
S -0.461 0.429 2.505
S 2.402 -1.443 4.485
S 2.340 -0.462 0.680
F -6.316 -2.275 -0.181
O -1.006 4.114 -1.205
O -0.032 2.151 -0.856
O -1.936 0.001 -0.617
N -4.702 2.971 -0.181
C -6.849 0.001 0.009
C -7.011 3.738 -0.328
C -1.044 2.921 -0.911
C -3.403 3.255 -0.405
C -5.119 1.653 -0.168
C -5.895 -0.990 -0.179
C -4.571 -0.702 -0.360
C -5.551 4.306 1.689
C -4.168 0.639 -0.362
C -7.499 2.413 0.240
C -2.416 2.339 -0.592
C -6.477 1.329 0.025
C -2.740 0.946 -0.537
C -5.613 4.060 0.184
H -7.885 -0.285 0.142
H -5.820 3.408 2.245
H -3.131 4.302 -0.446
H -7.688 4.548 -0.056
H -3.826 -1.474 -0.491
H -8.442 2.123 -0.226
H -4.541 4.588 1.983
H -6.232 5.109 1.973
H -7.701 2.519 1.310
H -5.248 4.949 -0.334
H -6.981 3.683 -1.419


Record 8
The following is a quantum chemistry calculation of an isolated molecule of C3H4N2O2S at a distorted geometry, from the Open Molecules 2025 dataset.

For the energy above the lowest of the compared OMol25 structures with the same formula, charge and spin, the calculation gives 494.6 kJ/mol. Its structure (SMILES) is [H]/N=c1/c(O)con1S. The gap between HOMO and LUMO comes out at 0.3240 hartree. The calculation puts the HOMO energy at -0.3054 hartree. Its lowest unoccupied orbital energy is 0.5 eV.

Element x y z (Å)
S -2.486 0.036 -0.499
O -0.516 -1.697 0.056
O 2.339 0.247 -0.585
N 0.024 1.806 0.091
N -0.992 -0.356 0.101
C 0.739 -1.491 -0.132
C -0.012 0.517 0.044
C 1.168 -0.202 -0.174
H 1.213 -2.419 0.017
H -2.883 0.308 0.748
H 2.404 1.248 -0.066
H -1.000 2.002 0.401


- Which formula does entry 1 have?
  C6H12